[1]
18
Properties=species:S:1:pos:R:3 method="wB97M-V/def2-TZVPD" total_energy_ha=-384.5900 fmax_ev_per_a=1.5 charge=-1 relative_energy_kcal_mol=102.7 lumo_energy_ha=0.114
C -1.98 -1.44 -2.20
O -2.05 -2.63 -1.63
C -0.78 -0.64 -1.56
C -0.70 -0.66 -0.19
C 0.42 -0.04 0.55
O 2.06 1.07 2.95
H -1.79 -1.40 -3.30
H -2.86 -0.75 -2.04
H 0.08 -0.30 -2.13
H -0.32 -1.67 -0.84
H -1.64 -0.93 0.29
H 0.33 -0.14 1.63
H 1.34 -0.60 0.34
H 0.60 1.01 0.30
H 1.81 1.69 3.64
H 1.63 3.30 1.27
H 1.99 1.69 2.00
O 1.86 2.43 0.93



[2]
19
Properties=species:S:1:pos:R:3 method="wB97M-V/def2-TZVPD" total_energy_ha=-460.0094 fmax_ev_per_a=4.2 charge=-1 relative_energy_kcal_mol=25.7 lumo_energy_ha=0.130
O 0.65 -1.70 -0.09
C 1.46 -0.76 0.00
O 2.64 -0.68 0.38
C 0.70 0.62 -0.26
C -0.40 0.85 0.72
C -1.46 1.79 0.16
H 0.40 0.65 -1.30
H 1.41 1.41 0.06
H -0.17 1.06 1.78
H -0.93 -0.11 0.99
H -2.45 1.44 -0.14
H -1.92 2.53 1.03
H -0.99 2.41 -0.63
H -1.74 -0.43 -2.97
H -1.26 -0.01 -1.51
O -1.90 0.12 -2.21
H 2.55 -2.60 1.72
H 1.35 -3.20 0.82
O 2.07 -3.39 1.46



[3]
20
Properties=species:S:1:pos:R:3 method="wB97M-V/def2-TZVPD" total_energy_ha=-534.9101 fmax_ev_per_a=1.5 charge=+1 relative_energy_kcal_mol=3.5 lumo_energy_ha=-0.153
C 2.28 -0.76 0.30
O 1.62 0.18 1.16
C 1.76 1.49 0.80
O 0.63 1.97 0.00
C -0.37 1.12 -0.12
O -0.44 0.33 -1.06
O -1.26 1.23 0.83
C -2.15 0.13 1.03
H 3.18 -1.15 0.78
H 2.50 -0.32 -0.67
H 1.59 -1.59 0.12
H 2.67 1.69 0.23
H 1.79 2.12 1.69
H -1.59 -0.80 1.14
H -2.88 0.06 0.22
H -2.67 0.32 1.96
O -1.70 -1.71 -1.98
H -2.64 -1.61 -2.17
H -1.30 -0.86 -1.56
H -1.20 -1.97 -2.77



[4]
19
Properties=species:S:1:pos:R:3 method="wB97M-V/def2-TZVPD" total_energy_ha=-1371.9063 fmax_ev_per_a=8.7 relative_energy_kcal_mol=36.4 lumo_energy_ha="-0.031 / -0.031"
C 0.51 -2.08 -0.02
C -0.24 1.56 -0.97
C -0.27 -0.93 -0.58
C 0.43 0.35 -0.64
O 0.57 -0.42 2.97
P 0.48 0.86 1.97
S 1.71 2.31 2.62
S -1.58 1.53 2.24
H 0.99 -1.92 0.77
H -0.21 -2.99 0.01
H 1.23 -2.34 -0.77
H -1.13 1.57 -0.45
H 0.37 2.37 -0.88
H -0.53 1.64 -1.99
H -1.04 -0.65 0.12
H -0.57 -1.35 -1.55
H 1.49 0.38 -0.83
H 0.88 -0.31 3.90
H -1.04 2.86 2.08



[5]
18
Properties=species:S:1:pos:R:3 method="wB97M-V/def2-TZVPD" total_energy_ha=-1030.6138 fmax_ev_per_a=0.9 charge=-1 relative_energy_kcal_mol=33.6 lumo_energy_ha=0.121
C -0.91 -1.74 -1.05
S -1.91 -1.00 -2.39
S -0.48 0.23 -3.27
C -0.67 1.71 -2.20
H -0.05 -2.21 -1.52
H -0.63 -0.92 -0.35
H -1.55 -2.50 -0.59
H -0.40 1.41 -1.17
H 0.03 2.48 -2.54
H -1.68 2.09 -2.31
C 1.07 0.04 1.40
O -0.11 0.41 0.85
C 1.02 0.07 2.95
H 1.92 0.71 1.11
H 1.42 -0.98 1.10
H 1.98 -0.21 3.40
H 0.23 -0.63 3.23
H 0.71 1.04 3.33



[6]
17
Properties=species:S:1:pos:R:3 method="wB97M-V/def2-TZVPD" total_energy_ha=-898.4259 fmax_ev_per_a=4.2 smiles="C=P(C)(C)CS" relative_energy_kcal_mol=68.2 lumo_energy_ha=0.025
C 2.17 0.25 0.62
C 0.52 -1.54 -0.81
C -0.22 1.37 -0.93
C -1.28 -0.31 1.10
P 0.42 -0.03 0.21
S -2.89 -0.21 0.18
H 2.41 0.83 1.49
H 2.39 -0.80 1.00
H -0.10 -1.35 -1.70
H 1.56 -1.69 -1.03
H 0.17 -2.42 -0.40
H 0.64 1.73 -1.34
H -0.65 0.95 -1.83
H -0.87 1.93 -0.34
H -1.51 0.36 1.98
H -1.34 -1.40 1.52
H -3.09 0.99 0.46